Record 1
ORCA calculation (ωB97M-V/def2-TZVPD) on the molecule C31H54N8O7.

ORCA input file:
```
! wB97M-V def2-TZVPD RIJCOSX def2/J DEFGRID3
* xyz 0 1
C -6.29 1.51 1.08
H -6.60 0.94 1.96
C -4.77 1.59 1.02
H -4.47 2.13 0.12
H -4.42 2.17 1.89
C -4.08 0.22 1.05
C -4.36 -0.56 -0.24
H -5.42 -0.73 -0.35
H -4.01 0.01 -1.10
H -3.87 -1.53 -0.23
H -4.47 -0.33 1.91
C -2.57 0.43 1.25
N -1.81 -0.79 1.17
C -2.11 -2.02 1.64
C -0.98 -2.77 1.38
N -0.07 -1.95 0.80
N -0.58 -0.78 0.67
C -0.75 -4.22 1.58
H 0.33 -4.41 1.57
H -1.15 -4.52 2.55
C -1.42 -5.05 0.48
C -0.88 -4.70 -0.91
N -1.47 -3.46 -1.35
C -0.82 -2.57 -1.96
N 0.49 -2.57 -2.40
C 1.12 -3.60 -3.06
O 0.59 -4.63 -3.39
O 2.38 -3.24 -3.30
C 3.29 -4.14 -3.99
C 2.78 -4.41 -5.40
H 1.84 -4.94 -5.37
H 2.64 -3.47 -5.94
H 3.51 -5.01 -5.94
C 4.61 -3.37 -4.03
H 4.94 -3.15 -3.02
H 4.48 -2.43 -4.56
H 5.37 -3.96 -4.53
C 3.45 -5.44 -3.20
H 3.76 -5.22 -2.18
H 4.20 -6.06 -3.67
H 2.51 -5.98 -3.18
H 0.94 -1.66 -2.43
N -1.52 -1.38 -2.21
C -1.01 -0.15 -2.52
O 0.15 0.09 -2.75
O -2.02 0.74 -2.53
C -1.80 2.10 -2.97
C -1.23 2.12 -4.38
H -1.20 3.14 -4.75
H -0.23 1.71 -4.40
H -1.86 1.53 -5.04
C -0.86 2.83 -1.99
H 0.09 2.30 -1.93
H -1.31 2.87 -1.00
H -0.69 3.84 -2.35
C -3.19 2.73 -2.94
H -3.85 2.20 -3.62
H -3.61 2.68 -1.94
H -3.13 3.77 -3.25
H -2.50 -1.42 -1.95
H -1.15 -5.48 -1.63
H 0.22 -4.64 -0.87
H -1.24 -6.11 0.67
H -2.50 -4.87 0.49
H -3.03 -2.26 2.11
H -2.20 1.09 0.46
C -2.30 1.01 2.65
O -3.05 0.77 3.57
N -1.19 1.76 2.81
C -0.11 1.98 1.86
H -0.31 1.52 0.90
H 0.01 3.07 1.73
C 1.19 1.38 2.41
N 1.47 1.90 3.73
C 2.43 2.83 4.00
O 2.53 3.36 5.09
O 3.23 3.03 2.95
C 4.37 3.92 3.05
C 3.91 5.34 3.35
H 4.76 6.01 3.34
H 3.20 5.67 2.59
H 3.43 5.39 4.32
C 5.02 3.84 1.67
H 5.31 2.82 1.45
H 5.90 4.48 1.64
H 4.32 4.17 0.91
C 5.34 3.42 4.13
H 4.87 3.47 5.10
H 5.62 2.39 3.92
H 6.23 4.04 4.13
C 0.40 1.68 4.67
H 0.67 2.15 5.62
C -0.89 2.30 4.13
H -1.74 2.07 4.78
H -0.77 3.39 4.04
H 0.26 0.61 4.81
H 2.02 1.62 1.74
H 1.09 0.30 2.47
H -6.70 1.03 0.20
H -6.71 2.51 1.15
*
```

As for the orbital gap: 9.18 eV.

Record 2
ORCA calculation (ωB97M-V/def2-TZVPD) on a cluster of 6 separate species, C31H55BIN5O6 in total.

ORCA input file:
```
! wB97M-V def2-TZVPD RIJCOSX def2/J DEFGRID3
* xyz 0 1
C 6.60 2.56 2.54
C 6.51 1.45 1.48
C 5.20 1.49 0.70
C 4.97 0.27 -0.19
C 3.52 -0.22 -0.16
C 3.32 -1.53 -0.92
C 1.97 -2.20 -0.63
C 0.85 -1.67 -1.52
C -0.54 -2.15 -1.06
C -1.71 -1.20 -1.35
C -2.74 -1.16 -0.21
C -2.58 -0.04 0.84
O -3.55 0.92 0.74
C -3.69 1.55 -0.55
C -4.34 2.91 -0.34
C -3.32 4.03 -0.19
O -1.24 0.52 0.69
C -0.41 -0.12 1.54
O 0.76 0.04 1.60
O -1.12 -0.97 2.32
C -2.50 -0.52 2.33
C -3.42 -1.71 2.63
B -2.54 -3.02 2.84
O -2.26 -3.86 1.76
O -2.02 -3.32 4.06
C -2.73 0.62 3.35
I -2.13 -0.07 5.30
C -2.14 2.02 3.10
C -0.74 2.34 3.62
H 5.95 3.40 2.28
H 7.61 2.95 2.62
H 6.29 2.21 3.53
H 7.34 1.58 0.78
H 6.63 0.47 1.95
H 4.36 1.58 1.41
H 5.18 2.41 0.11
H 5.61 -0.55 0.15
H 5.25 0.51 -1.22
H 3.22 -0.35 0.88
H 2.88 0.55 -0.59
H 3.37 -1.34 -2.00
H 4.14 -2.22 -0.68
H 2.08 -3.28 -0.80
H 1.71 -2.07 0.43
H 0.89 -0.58 -1.60
H 1.03 -2.08 -2.52
H -0.50 -2.39 0.01
H -0.75 -3.10 -1.56
H -2.25 -1.57 -2.23
H -1.35 -0.20 -1.62
H -2.68 -2.12 0.30
H -3.75 -1.10 -0.61
H -4.33 0.92 -1.17
H -2.72 1.65 -1.02
H -5.01 3.12 -1.17
H -4.95 2.84 0.57
H -2.62 3.98 -1.02
H -3.79 5.02 -0.20
H -2.75 3.94 0.73
H -4.11 -1.86 1.80
H -4.03 -1.51 3.52
H -3.06 -4.11 1.30
H -1.14 -3.72 4.03
H -3.80 0.71 3.43
H -2.19 2.23 2.04
H -2.84 2.72 3.57
H -0.33 3.17 3.03
H -0.77 2.67 4.65
H -0.04 1.51 3.53
C -4.26 6.05 -4.12
C -3.59 4.78 -3.87
N -3.05 3.79 -3.68
H -3.92 6.48 -5.06
H -5.34 5.90 -4.18
H -4.05 6.75 -3.31
C -1.83 -2.59 -5.29
C -0.95 -1.51 -4.87
N -0.29 -0.64 -4.53
H -1.32 -3.55 -5.27
H -2.69 -2.66 -4.63
H -2.19 -2.41 -6.31
C 10.95 3.00 3.29
C 10.48 2.67 1.95
N 10.10 2.41 0.90
H 11.98 2.69 3.42
H 10.88 4.07 3.46
H 10.34 2.49 4.04
C -6.10 -2.34 -3.51
C -5.34 -3.39 -4.18
N -4.74 -4.21 -4.71
H -5.65 -2.12 -2.54
H -6.08 -1.43 -4.11
H -7.13 -2.65 -3.37
C 0.03 -5.74 0.36
C 0.32 -6.33 -0.94
N 0.55 -6.79 -1.97
H -0.98 -5.34 0.38
H 0.12 -6.49 1.14
H 0.72 -4.93 0.57
*
```

As for the SMILES: CCCCCCCCCCC[C@]1(OCCC)OC(=O)O[C@@]1(CB(O)O)[C@@H](I)CC.CC#N.CC#N.CC#N.CC#N.CC#N. As for the orbital gap: 9.18 eV.

Record 3
ORCA calculation (ωB97M-V/def2-TZVPD) on a structure of composition C31H55BaBrNO3P3.

ORCA input file:
```
! wB97M-V def2-TZVPD RIJCOSX def2/J DEFGRID3
* xyz 2 1
N 4.98 -1.46 -2.55
C 4.85 -1.45 -1.23
C 3.71 -1.95 -0.58
C 2.68 -2.52 -1.36
C 2.86 -2.56 -2.76
C 4.04 -2.05 -3.31
C 1.45 -3.03 -0.75
Ba 0.31 -0.15 0.50
P -2.83 0.30 0.66
C 0.23 -3.07 -1.37
C -1.02 -3.46 -0.71
C -2.17 -3.74 -1.50
C -3.36 -4.13 -0.91
C -3.46 -4.13 0.49
C -2.34 -3.89 1.30
C -1.13 -3.55 0.69
Br -5.17 -4.48 1.32
H 1.57 -3.47 0.25
H 0.15 -2.86 -2.44
H 3.67 -1.92 0.52
H 2.13 -3.03 -3.43
H 5.69 -1.03 -0.65
H 4.23 -2.10 -4.39
H -2.10 -3.64 -2.58
H -0.25 -3.38 1.34
H -4.22 -4.41 -1.51
H -2.43 -3.96 2.38
P 0.03 1.44 -2.56
C -2.70 -0.26 2.42
C -3.99 -0.76 3.07
H -2.27 0.56 3.02
H -1.97 -1.09 2.45
H -3.79 -1.00 4.12
H -4.79 -0.02 3.05
H -4.36 -1.69 2.60
C -4.21 -0.69 -0.04
C -5.62 -0.15 0.10
H -4.14 -1.71 0.36
H -3.96 -0.78 -1.11
H -6.31 -0.81 -0.44
H -5.96 -0.13 1.15
H -5.73 0.86 -0.31
C -3.37 2.06 0.72
C -4.22 2.52 1.90
H -3.89 2.28 -0.22
H -2.44 2.65 0.71
H -4.41 3.59 1.80
H -5.20 2.02 1.93
H -3.73 2.36 2.87
C 0.14 3.28 -2.72
C -0.77 4.04 -1.76
H -0.11 3.52 -3.76
H 1.19 3.56 -2.55
H -0.59 5.12 -1.87
H -1.83 3.85 -1.98
H -0.58 3.78 -0.71
C -1.52 1.28 -3.55
C -1.95 -0.16 -3.83
H -1.32 1.81 -4.50
H -2.32 1.82 -3.02
H -2.94 -0.15 -4.31
H -1.25 -0.66 -4.51
H -2.03 -0.77 -2.91
C 1.20 1.03 -3.93
C 2.67 1.29 -3.62
H 0.87 1.62 -4.79
H 1.04 -0.04 -4.16
H 3.28 0.84 -4.41
H 2.89 2.36 -3.58
H 2.99 0.83 -2.67
C 2.73 4.04 1.11
C 2.59 2.66 0.51
O 1.90 1.73 1.42
P 2.73 0.65 2.44
O 3.45 1.65 3.50
C 4.98 1.76 3.39
C 5.57 0.75 2.43
O 1.15 0.12 2.95
C 0.96 -0.81 4.11
C 1.60 -2.16 3.87
H 1.77 4.40 1.52
H 3.05 4.76 0.34
H 3.49 4.06 1.90
H 1.97 2.70 -0.40
H 3.56 2.24 0.23
H 5.23 2.79 3.10
H 5.37 1.58 4.40
H 5.20 0.85 1.40
H 6.66 0.90 2.40
H 5.38 -0.28 2.78
H 1.38 -0.30 4.99
H -0.13 -0.89 4.25
H 2.67 -2.08 3.64
H 1.49 -2.77 4.77
H 1.11 -2.72 3.05
*
```

As for the orbital gap: 7.71 eV.

Record 4
ORCA calculation (ωB97M-V/def2-TZVPD) on a structure of composition C31H55BeO5SSi.

ORCA input file:
```
! wB97M-V def2-TZVPD RIJCOSX def2/J DEFGRID3
* xyz -1 1
O 3.03 -6.83 -3.37
C 2.04 -7.88 -3.67
C 3.09 -8.94 -3.98
H 1.43 -7.59 -4.54
H 1.42 -8.09 -2.79
C 4.09 -7.78 -3.70
H 3.09 -9.28 -5.01
H 3.13 -9.74 -3.24
C 4.86 -7.34 -4.94
H 4.18 -7.20 -5.79
H 5.59 -8.11 -5.21
H 5.39 -6.41 -4.74
C 5.03 -8.03 -2.54
H 4.48 -8.34 -1.64
H 5.60 -7.13 -2.31
H 5.73 -8.83 -2.80
Be 0.01 0.57 0.61
C 0.56 0.02 2.31
C -0.83 -0.42 2.21
C -0.83 -1.79 1.83
H -1.70 0.13 2.57
C 0.52 -2.22 1.72
C 1.36 -1.15 2.04
H 2.45 -1.21 2.13
H 0.90 0.96 2.76
H -1.71 -2.41 1.73
H 0.82 -3.25 1.54
C 1.50 1.63 -0.05
C 2.65 0.79 0.27
C 2.87 -0.09 -0.79
H 3.25 0.88 1.18
C 1.92 0.21 -1.83
C 1.14 1.30 -1.42
H 0.38 1.82 -2.00
H 1.25 2.56 0.47
H 3.65 -0.84 -0.85
H 1.88 -0.29 -2.79
O 1.09 -2.46 -1.37
C 2.19 -3.38 -1.30
C 1.65 -4.77 -1.60
H 2.65 -3.29 -0.30
H 2.94 -3.06 -2.05
C 0.33 -4.52 -2.35
H 1.44 -5.29 -0.66
H 2.36 -5.36 -2.18
C -0.11 -3.15 -1.80
H -0.41 -5.29 -2.17
H 0.52 -4.45 -3.42
H -0.77 -3.29 -0.93
H -0.62 -2.52 -2.54
C -5.25 3.17 -0.11
C -4.15 4.21 0.07
C -3.37 4.39 -1.22
C -4.79 5.52 0.51
O -3.27 3.78 1.14
Si -1.77 3.04 1.08
S -1.77 1.33 -0.03
O -0.71 4.10 0.41
C -0.05 5.34 0.82
C 1.43 5.19 0.47
C -0.65 6.49 0.02
C -0.24 5.59 2.30
O -1.34 2.75 2.67
C -2.21 2.63 3.84
C -1.41 1.88 4.90
C -2.55 4.03 4.33
C -3.50 1.88 3.51
H -5.96 3.53 -0.88
H -5.81 3.04 0.82
H -4.84 2.21 -0.44
H -4.05 4.77 -1.99
H -2.56 5.12 -1.09
H -2.94 3.43 -1.55
H -5.37 5.37 1.43
H -4.03 6.29 0.70
H -5.46 5.88 -0.28
H 1.93 6.16 0.61
H 1.56 4.88 -0.58
H 1.91 4.46 1.13
H -1.71 6.63 0.27
H -0.12 7.41 0.26
H -0.56 6.31 -1.06
H -1.29 5.75 2.54
H 0.15 4.76 2.91
H 0.31 6.50 2.57
H -0.47 2.41 5.11
H -1.99 1.83 5.83
H -1.17 0.86 4.57
H -3.10 4.59 3.56
H -3.18 3.95 5.23
H -1.63 4.57 4.59
H -4.12 2.47 2.82
H -3.31 0.89 3.09
H -4.07 1.76 4.45
*
```

As for the orbital gap: 5.46 eV.

Record 5
ORCA calculation (ωB97M-V/def2-TZVPD) on a structure of composition C31H55MnNO2P.

ORCA input file:
```
! wB97M-V def2-TZVPD RIJCOSX def2/J DEFGRID3
* xyz 1 4
O 0.53 0.25 -7.19
C 0.50 1.52 -7.91
C 0.32 0.90 -9.28
H 1.44 2.07 -7.78
H -0.36 2.14 -7.61
C 0.42 -0.42 -8.49
H 1.16 1.06 -9.96
H -0.65 1.07 -9.74
C 1.66 -1.20 -8.87
H 2.55 -0.56 -8.80
H 1.54 -1.56 -9.90
H 1.78 -2.07 -8.21
C -0.82 -1.28 -8.61
H -1.73 -0.73 -8.37
H -0.74 -2.16 -7.95
H -0.89 -1.65 -9.65
Mn 0.03 -0.23 0.85
C -2.15 -0.83 1.08
C -1.86 0.59 1.22
C -1.45 1.06 -0.10
H -2.11 1.21 2.07
C -1.87 0.05 -1.04
C -2.28 -1.09 -0.33
H -2.69 -2.00 -0.76
H -2.45 -1.48 1.91
H -1.16 2.08 -0.34
H -1.95 0.21 -2.11
C 1.28 -1.95 1.45
C 0.32 -2.32 0.46
C 0.59 -1.56 -0.72
H -0.42 -3.12 0.57
C 1.68 -0.68 -0.46
C 2.13 -0.94 0.88
H 3.03 -0.55 1.34
H 1.41 -2.44 2.42
H 0.12 -1.67 -1.70
H 2.16 0.00 -1.18
O 1.38 0.68 -3.88
C 0.13 0.13 -4.36
C -0.84 1.27 -4.69
H -0.28 -0.57 -3.60
H 0.36 -0.47 -5.25
C 0.04 2.53 -4.72
H -1.56 1.39 -3.88
H -1.39 1.11 -5.62
C 1.21 2.13 -3.79
H -0.53 3.40 -4.36
H 0.35 2.74 -5.75
H 0.96 2.40 -2.74
H 2.16 2.60 -4.07
C 3.20 2.02 5.23
C 2.67 1.18 4.04
C 3.43 1.57 2.76
C 2.97 -0.29 4.34
P 0.84 1.37 3.71
N 0.51 0.73 2.26
C -0.16 0.45 4.99
C 0.38 0.68 6.41
C -1.63 0.91 4.96
C -0.15 -1.04 4.64
C 0.43 3.18 3.67
C 0.33 3.77 5.09
C 1.50 3.93 2.87
C -0.89 3.38 2.93
H 4.26 1.76 5.35
H 2.70 1.78 6.17
H 3.15 3.10 5.06
H 4.37 1.00 2.74
H 2.86 1.31 1.87
H 3.69 2.63 2.72
H 2.58 -0.62 5.30
H 4.07 -0.39 4.38
H 2.61 -0.94 3.53
H 0.42 1.74 6.67
H -0.32 0.20 7.11
H 1.36 0.22 6.57
H -2.08 0.74 3.98
H -2.18 0.29 5.68
H -1.76 1.95 5.27
H -0.55 -1.21 3.64
H 0.84 -1.49 4.71
H -0.79 -1.56 5.37
H 1.26 3.64 5.66
H 0.16 4.85 4.98
H -0.51 3.36 5.66
H 1.65 3.48 1.89
H 1.14 4.96 2.71
H 2.46 4.00 3.40
H -0.83 2.96 1.92
H -1.75 2.96 3.45
H -1.06 4.47 2.84
*
```

As for the orbital gap (spin up / spin down): 6.01 / 6.60 eV.

What are the max |F| values for these records? In order: 1.070, 0.658, 1.536, 1.563, 2.216 eV Å⁻¹.
What are the calculated total energy values for these records? In order: -2178.51231, -2262.04747, -5117.85698, -2293.01503, -2911.40660 Ha.
What are the energy relative to the best compared isomer or geometry (same formula, charge and spin) values for these records? In order: 2.1, 0.0, 0.0, 0.0, 0.0 kcal per mole.